# 1
C4H11NSi as an isolated structure at a distorted geometry, computed with the ωB97M-V functional and the def2-TZVPD basis.

Output
- E_HOMO (spin up / spin down) (eV) = -9.8055 / -8.6766
- orbital gap (spin up / spin down) (eV) = 10.062 / 8.167
- charge = 0
- relative energy (zero: lowest compared OMol25 entry of this formula, charge and spin) (kJ/mol) = 556.4

```
17
C4H11NSi (the ωB97M-V functional and the def2-TZVPD basis)
Si 1.13399 -0.48123 -0.36389
N -0.50544 -0.54096 0.30711
C 1.75873 1.32716 -0.13530
C -3.17873 0.46884 -0.03073
C 1.95392 -1.72188 0.89454
C -1.95542 0.16204 -0.76727
H -2.84764 0.16315 0.90956
H 2.76094 1.45758 0.38702
H 1.84952 1.92685 -1.04460
H 0.97422 1.88346 0.33032
H -1.75658 0.37743 -1.76078
H 1.05406 -0.72920 -1.95238
H 1.96730 -2.76382 0.55354
H -4.00939 -0.07214 -0.44466
H -3.35447 1.56923 0.10303
H 1.28339 -1.67205 1.78983
H 2.87159 -1.35446 1.22467
```

# 2
One molecule with the formula C6H11N3 at a distorted geometry, computed with the ωB97M-V functional and the def2-TZVPD basis.

Output
- E_HOMO (eV) = -8.9333
- orbital gap (eV) = 9.901
- charge = 0
- relative energy (zero: lowest compared OMol25 entry of this formula, charge and spin) (kJ/mol) = 217.6

```
20
C6H11N3 (the ωB97M-V functional and the def2-TZVPD basis)
N -1.93719 0.68593 -0.47409
N -0.61299 -1.17977 0.84758
N -1.93901 1.82130 -1.16954
C 1.66328 1.41017 -0.46038
C -0.67405 2.18712 -1.24362
C 0.52220 -1.08454 1.73030
C -0.48509 -2.24903 -0.11126
C 0.18717 1.28087 -0.58801
C -0.69311 0.34188 -0.11772
H 1.49127 -1.15879 1.21647
H -0.46936 -3.19350 0.44302
H 1.92240 1.92070 0.46970
H -1.34964 -2.24811 -0.77541
H 2.15645 0.43906 -0.46313
H 0.47817 -0.14582 2.28009
H 0.43295 -2.19473 -0.71574
H -2.78667 0.19094 -0.25978
H 2.05039 2.00073 -1.28846
H 0.44787 -1.90912 2.44485
H -0.40506 3.08472 -1.76488
```

# 3
One molecule with the formula C2H5NO2, computed with the ωB97M-V functional and the def2-TZVPD basis.

Output
- E_HOMO (eV) = -9.9746
- orbital gap (eV) = 10.489
- charge = 0
- relative energy (zero: lowest compared OMol25 entry of this formula, charge and spin) (kJ/mol) = 27.8

```
10
C2H5NO2 (the ωB97M-V functional and the def2-TZVPD basis)
O 1.36310 0.39591 0.35695
O 0.27618 -1.39458 1.16530
N -0.81314 -0.08883 -0.31826
C 0.26977 -0.41909 0.46125
C -0.96937 1.00037 -1.25579
H -0.14099 1.70994 -1.16831
H -1.03672 0.63466 -2.27878
H 1.05884 1.30750 0.25210
H -1.86153 1.58920 -1.03072
H -1.59803 -0.68594 -0.11873
```

# 4
A 2-piece molecular cluster, C2H2OS overall at a distorted geometry, computed with the ωB97M-V functional and the def2-TZVPD basis.

Output
- E_HOMO (spin up / spin down) (eV) = -10.6781 / -9.7343
- orbital gap (spin up / spin down) (eV) = 9.059 / 7.695
- charge = 0
- relative energy (zero: lowest compared OMol25 entry of this formula, charge and spin) (kJ/mol) = 576.0

```
6
C2H2OS (the ωB97M-V functional and the def2-TZVPD basis)
S 1.61957 -1.43480 -1.35383
O 2.09773 -0.68063 -0.17879
C 0.45473 0.72493 1.02946
C -0.63929 0.73973 1.50521
H -1.66687 1.01223 1.57261
H 0.99013 -0.57355 -2.30250
```

# 5
C4H3NO3 as an isolated structure at a distorted geometry, computed with the ωB97M-V functional and the def2-TZVPD basis.

Output
- E_HOMO (eV) = -10.2409
- orbital gap (eV) = 8.675
- charge = 0
- relative energy (zero: lowest compared OMol25 entry of this formula, charge and spin) (kJ/mol) = 1289.9

```
11
C4H3NO3 (the ωB97M-V functional and the def2-TZVPD basis)
O 0.96698 1.67164 -1.54361
O -1.13567 -0.77039 1.15866
O -1.24915 0.30666 -2.32546
N -1.74926 -0.66091 -0.34960
C 1.63503 0.11890 0.27106
C 0.57131 0.60934 -0.79995
C 2.62013 0.15350 1.21304
C -0.88597 0.14473 -1.15639
H -3.05596 0.03214 -0.25488
H -1.07057 -2.13521 1.38880
H 3.35312 0.52960 2.39832
```

# 6
C3H4O2 as an isolated structure at a distorted geometry, computed with the ωB97M-V functional and the def2-TZVPD basis.

Output
- E_HOMO (eV) = -9.3363
- orbital gap (eV) = 9.828
- charge = 0
- relative energy (zero: lowest compared OMol25 entry of this formula, charge and spin) (kJ/mol) = 439.6

```
9
C3H4O2 (the ωB97M-V functional and the def2-TZVPD basis)
O -0.25454 -1.30366 -0.15992
O 0.78428 1.89219 0.52885
C 1.05393 -0.12498 -0.00058
C 0.09237 0.97737 0.13990
C -1.25662 -0.42084 -0.17885
H -1.71100 -0.20660 -1.15372
H 1.79176 0.01869 -0.80941
H -1.93522 -0.36170 0.68202
H 1.43503 -0.47046 0.95170
```